1.
16
Properties=species:S:1:pos:R:3:forces:R:3:lowdin_charge:R:1 method="wB97M-V/def2-TZVPD" lumo_ev=0.85 spin_multiplicity=1 relative_energy_kcal_mol=51.4 gap_ev=9.2
N -1.856666 -1.152850 -0.109627 1.72 -2.16 -1.06 -0.04
H 2.030440 -1.231647 1.596329 -1.27 0.13 -0.65 -0.06
C 2.566457 0.566653 -0.206837 0.15 -0.98 -2.87 -0.32
H 2.882517 1.191626 0.566462 0.09 0.85 1.68 -0.02
C -0.986083 -0.156611 0.101623 6.18 -1.48 0.18 -0.33
C -3.009895 0.697335 0.129519 -0.50 3.87 0.68 -0.13
H -3.757900 1.532572 0.410437 0.87 -2.11 -0.82 0.13
H 1.155077 -2.018247 -0.548400 0.36 0.32 -0.06 -0.09
H 2.063408 1.212539 -0.946482 0.40 -0.12 0.06 0.02
H -0.993243 1.952861 0.532232 -1.90 -1.71 -0.90 0.13
H -3.959899 -1.333307 0.053350 1.17 1.41 -0.99 0.14
H 3.562899 0.219780 -0.669757 -1.68 0.06 0.50 0.06
H -1.493640 -2.017425 -0.573271 -1.13 1.05 0.88 0.15
C -1.606992 1.011654 0.195626 0.85 2.97 1.64 -0.17
C -3.091337 -0.612848 -0.150193 -3.72 -2.55 1.06 -0.20
Si 1.327910 -0.785194 0.278309 -1.59 0.49 0.66 0.74

***

2.
15
Properties=species:S:1:pos:R:3:forces:R:3:lowdin_charge:R:1 method="wB97M-V/def2-TZVPD" lumo_ev="-0.86 / -0.51" spin_multiplicity=1 relative_energy_kcal_mol=140.0 gap_ev="7.5 / 8.1"
H -0.751377 -1.781405 1.708912 -0.16 -0.27 -0.44 0.06
H 2.110998 0.895185 1.337677 -0.47 0.40 -0.08 0.09
H 0.034988 -0.513152 -2.180070 0.01 0.06 0.20 0.08
O 0.238543 1.552641 -0.722787 -0.23 -0.84 0.57 -0.09
H 2.401430 0.096739 -0.271591 -0.25 0.37 -0.37 0.08
C 0.283927 -1.529398 1.516912 -1.06 0.39 0.24 0.02
N -1.757510 0.851512 0.136007 1.04 -0.57 -0.05 0.13
H 0.993588 -2.042333 2.153531 0.24 0.09 -0.19 0.06
C -0.689993 0.386431 -0.477664 -1.27 3.19 -1.33 -0.60
N -0.826232 -0.356977 -1.674375 0.48 -1.03 0.35 0.09
H -2.606908 0.393804 -0.182149 0.08 -0.50 0.28 0.05
H -1.529695 0.000151 -2.307596 0.06 0.20 0.32 0.09
H -0.213492 2.299726 -0.296364 0.01 -0.26 -0.05 0.09
C 1.712521 0.277892 0.542564 -0.32 -1.89 0.04 0.09
C 0.599212 -0.530816 0.716992 1.84 0.64 0.53 -0.22

***

3.
16
Properties=species:S:1:pos:R:3:forces:R:3:lowdin_charge:R:1 method="wB97M-V/def2-TZVPD" lumo_ev=0.66 spin_multiplicity=1 smiles="CC(=O)NCO.O" relative_energy_kcal_mol=30.7 gap_ev=10.4
O -0.350482 1.098923 2.593402 -0.93 0.75 0.22 0.07
C -1.017188 -0.339131 -0.622302 0.92 -0.98 -1.88 -0.28
H -0.122069 -0.036276 -1.166461 0.32 0.05 0.64 0.11
C -0.284979 1.016144 1.392777 2.58 -1.48 -0.78 -0.51
N -1.151976 0.245125 0.646998 -1.41 1.00 0.49 0.07
H -1.760414 -0.113362 -1.389714 -0.82 0.38 0.65 0.12
C 0.991851 1.436665 0.628115 -1.17 0.80 0.03 0.00
H -2.075316 0.189333 1.050363 0.06 -0.24 0.27 0.14
H 2.595750 -0.580832 -3.497730 0.40 0.65 -0.32 0.02
H 1.475273 0.541458 0.252099 0.20 0.03 -0.10 0.08
H -1.728601 -2.112002 -0.196841 -0.63 -0.27 0.29 0.06
H 1.640340 2.017405 1.270530 0.10 -0.26 0.35 0.07
H 0.726555 2.118546 -0.192085 0.08 -0.43 -0.10 0.08
H 2.028903 -1.937588 -3.400385 -0.28 -1.05 -0.34 0.02
O -0.925585 -1.772582 -0.570937 0.73 0.59 -0.11 -0.04
O 2.137505 -1.150045 -2.892565 -0.15 0.46 0.70 -0.03

***

4.
18
Properties=species:S:1:pos:R:3:forces:R:3:lowdin_charge:R:1 method="wB97M-V/def2-TZVPD" lumo_ev=0.92 spin_multiplicity=1 smiles="[H]/N=C/[C@@H](O)C=C.NO" relative_energy_kcal_mol=103.1 gap_ev=10.6
H 0.099639 0.725742 2.261420 0.21 -0.38 -0.04 0.07
H 0.757225 -0.350639 3.316457 0.04 0.02 -0.43 0.08
O -1.725387 -0.700124 0.356223 0.10 -0.27 0.05 -0.04
H -2.043909 0.026034 -1.483952 0.21 -0.06 0.05 0.15
H -1.382930 1.865636 0.131247 -0.20 0.21 0.08 0.11
C -1.194984 -0.089123 -0.789049 -0.21 0.19 0.01 -0.40
H 1.138732 -2.362420 -1.392991 -0.12 0.20 -0.25 0.07
C 0.486111 1.807623 -0.789880 0.28 0.08 -0.15 0.02
C -0.145931 -0.919331 -1.476677 -0.23 0.18 -0.44 -0.18
O 1.536469 -0.390853 1.495868 0.18 0.11 0.34 -0.15
H 1.294304 -1.100416 0.877770 -0.23 0.12 0.17 0.03
N 0.443728 -1.843334 -0.861851 0.23 -0.28 0.49 0.12
H 0.029457 -0.644350 -2.523309 0.15 -0.16 0.04 0.13
H -0.999504 -1.137069 0.837407 -0.23 0.27 0.06 0.06
N 0.404447 -0.248863 2.360932 -0.01 0.01 0.00 -0.03
H 1.221049 1.254519 -1.356982 0.07 -0.06 -0.02 0.06
H 0.765140 2.806980 -0.499739 0.02 0.16 0.07 0.06
C -0.683655 1.299988 -0.462893 -0.25 -0.34 -0.02 -0.13

***

5.
73
Properties=species:S:1:pos:R:3:forces:R:3:lowdin_charge:R:1 method="wB97M-V/def2-TZVPD" total_charge=+3 lumo_ev=-9.81 spin_multiplicity=1 relative_energy_kcal_mol=0.0 gap_ev=6.7
C 1.633327 -2.792873 -3.198837 0.00 0.01 0.01 -0.05
H 1.176522 -3.221598 2.356969 0.00 -0.01 -0.01 0.12
C -3.853618 0.873592 -3.985239 -0.01 -0.01 0.01 -0.02
C 1.728222 1.775117 -0.591264 0.04 0.00 -0.07 -0.35
Ir -1.507933 0.378875 -0.393022 -0.03 0.03 -0.01 1.31
C 2.146624 3.707137 0.778955 -0.02 0.00 0.00 -0.05
H 0.301394 -1.168004 -3.577918 0.00 0.00 -0.01 0.10
H 1.369282 -3.311986 -4.110122 0.00 0.00 0.00 0.12
C 3.077657 1.733427 -0.955483 -0.01 -0.01 0.02 -0.07
H 0.215616 2.816681 0.540785 0.01 0.01 0.01 0.08
C -5.786481 -0.324346 1.527589 0.01 0.01 0.00 0.05
H 3.066786 -4.265503 -2.588465 0.00 0.00 0.00 0.12
H 2.638798 -0.913971 0.031067 0.02 0.02 0.01 0.09
P 0.570132 0.641897 -1.324589 -0.03 0.05 -0.06 0.93
H 1.790832 4.483260 1.443140 0.00 0.00 0.00 0.12
C 3.180585 -2.475560 2.547385 -0.01 0.01 -0.01 -0.02
H -3.235519 1.657371 -5.900774 0.00 0.00 0.00 0.14
O -3.220383 -3.339435 -0.171081 0.00 0.01 -0.01 0.25
C 5.493145 -1.502167 2.738004 0.01 0.00 0.00 -0.02
C -2.927023 1.389710 -4.899037 0.02 0.01 0.00 0.00
C -0.842777 -0.367647 4.062004 0.00 0.01 0.00 -0.19
H 4.177644 4.391857 0.821135 0.00 0.00 0.00 0.13
H -0.317899 0.573132 4.218964 0.01 0.01 -0.01 0.08
H -5.841602 1.794823 1.869139 0.00 0.00 0.00 0.14
C 2.045626 0.070430 2.557062 -0.01 -0.01 -0.01 -0.07
H -1.918689 -0.243498 4.165152 -0.01 0.00 0.00 0.06
C 1.396828 -0.894804 -1.734058 -0.02 0.02 0.04 -0.34
H -5.462129 -2.417683 1.078317 0.00 0.00 0.00 0.15
C -3.836079 -1.146380 0.452000 -0.01 0.01 0.00 -0.14
H 3.688749 -3.069829 -0.519633 0.00 0.00 0.00 0.12
N -3.377450 0.096188 0.389425 0.01 -0.03 0.03 -0.02
C 3.490273 3.655087 0.426657 0.01 0.01 -0.01 -0.03
C 3.954446 2.675140 -0.441965 -0.01 0.01 0.00 -0.04
H 3.443575 0.976325 -1.637126 0.01 -0.02 0.00 0.12
H 5.769133 -2.449710 3.196518 0.00 0.00 0.00 0.09
O -3.616238 3.568977 1.024443 0.01 0.00 0.01 0.26
O -1.753461 -1.709678 -0.592564 -0.02 0.05 0.04 -0.02
H -4.102829 0.156078 -1.997555 0.00 0.01 -0.01 0.11
C 2.346055 -1.440871 -0.868359 0.00 -0.01 0.00 -0.09
H 0.729850 1.663154 -3.475543 0.01 0.00 0.01 0.14
C -5.070899 -1.410363 1.024176 0.01 0.00 0.00 0.10
C 1.251099 -1.069124 2.445170 0.03 0.07 0.04 -0.43
C -5.269479 0.970096 1.462909 0.00 0.00 0.00 0.08
H -4.494244 3.599285 1.434948 -0.01 0.00 0.00 0.16
C -1.619689 1.545860 -4.517386 -0.01 0.00 0.00 0.03
H -6.756024 -0.487858 1.979622 0.00 0.00 0.00 0.15
C 1.806085 -2.343247 2.434083 -0.04 -0.01 -0.01 -0.07
C -1.235998 1.194512 -3.217765 0.00 0.01 -0.05 -0.35
H 4.997453 2.651809 -0.727232 0.00 0.00 0.00 0.12
N 0.061738 1.315863 -2.800249 0.02 0.01 0.02 -0.06
C -3.204766 2.399415 0.662087 -0.01 -0.03 -0.02 -0.36
C -2.847961 -2.103500 -0.152632 -0.01 -0.06 0.02 -0.40
C -4.025506 1.146403 0.873217 0.00 0.01 -0.01 -0.12
H 1.603811 1.058075 2.574141 -0.02 0.03 -0.02 0.11
H -0.876426 1.932321 -5.201230 0.00 0.00 0.00 0.14
H -0.484219 -1.126948 4.756709 0.00 0.00 -0.01 0.09
O -0.863830 0.325575 1.583612 -0.04 -0.02 0.04 -0.66
H 5.934079 -0.692989 3.317524 0.00 0.00 0.00 0.09
H 5.940926 -1.473289 1.741508 0.00 0.00 0.01 0.10
H 4.044548 0.794049 2.725735 0.00 0.00 0.00 0.13
S -0.497886 -0.949510 2.413604 -0.01 -0.06 -0.03 1.03
O -2.092870 2.321371 0.115694 0.05 -0.03 -0.03 -0.02
C -3.418866 0.556808 -2.731720 -0.04 -0.01 0.01 -0.10
C 4.004779 -1.354523 2.642263 -0.01 0.03 -0.01 -0.23
C 1.033882 -1.581536 -2.895150 -0.01 0.00 -0.01 -0.08
N -2.131651 0.717474 -2.329071 0.06 -0.02 0.02 -0.07
C 1.262112 2.771618 0.269032 0.00 -0.02 0.05 -0.10
H -2.554232 -3.926665 -0.576533 0.00 0.00 0.00 0.19
C 2.587761 -3.327236 -2.342369 0.00 0.00 0.00 -0.03
C 2.938990 -2.654172 -1.179707 0.01 -0.02 0.01 -0.04
H 3.620338 -3.464739 2.568250 0.00 0.00 0.00 0.13
C 3.414986 -0.082763 2.637825 0.03 -0.03 0.01 -0.01
H -4.889030 0.725216 -4.253143 0.00 0.00 0.00 0.13

***

6.
13
Properties=species:S:1:pos:R:3:forces:R:3:lowdin_charge:R:1 method="wB97M-V/def2-TZVPD" lumo_ev=1.12 spin_multiplicity=1 smiles="C=C1C=CCN1" relative_energy_kcal_mol=27.0 gap_ev=9.1
H 0.034535 2.181051 0.747053 -0.03 -0.13 -0.09 0.11
N -0.110963 -1.097957 0.323989 0.18 -0.05 -0.14 0.00
H -2.261488 1.363832 -0.311974 0.11 -0.05 0.03 0.10
C 0.708409 0.039162 0.422525 0.18 0.04 -0.07 -0.39
H 2.605103 -0.850518 0.174162 -0.04 0.08 0.11 0.05
C -0.227639 1.181948 0.420947 -0.10 -0.03 -0.08 -0.04
C -1.248384 -0.684882 -0.492538 -0.23 0.01 -0.04 -0.20
H -0.983240 -0.722649 -1.564694 -0.20 -0.09 0.05 0.12
C 2.040636 0.061754 0.337063 0.06 0.00 0.06 0.04
H -2.137428 -1.299864 -0.331771 0.08 0.11 0.10 0.11
H 0.368975 -1.933366 0.016849 -0.04 0.10 -0.08 0.12
H 2.591215 0.992340 0.366003 -0.08 -0.04 0.14 0.05
C -1.379733 0.769144 -0.107612 0.09 0.04 0.03 -0.06

***

7.
21
Properties=species:S:1:pos:R:3:forces:R:3:lowdin_charge:R:1 method="wB97M-V/def2-TZVPD" lumo_ev=0.93 spin_multiplicity=1 smiles="C=C[C@@H](N)[C@@H](N)C(C)=O" relative_energy_kcal_mol=27.7 gap_ev=10.2
C 0.338836 -0.899205 0.617438 0.46 -1.19 -0.75 -0.27
H -2.773170 -0.951629 -0.566606 0.13 0.07 0.22 0.07
O 2.378937 -0.412928 -0.604558 -1.60 0.55 1.43 0.06
H -0.737263 0.037638 -1.955605 -0.03 -0.08 0.09 0.11
C -1.191648 1.895055 -1.096369 0.10 -0.79 -0.11 0.02
H 1.368236 -2.648704 0.360207 -0.40 0.08 -0.06 0.08
H -1.133182 2.430324 -2.039216 -0.08 -0.05 0.11 0.05
C 1.743792 1.274141 0.952450 -0.39 0.13 -0.08 -0.01
H -1.650662 -2.095256 -0.194351 -0.34 0.21 0.25 0.05
H 0.690871 -2.114364 -0.988897 -0.04 -0.06 0.25 0.08
H 0.369148 -1.049027 1.704051 -0.10 0.14 -0.10 0.15
C -0.977230 0.572584 -1.038387 0.45 1.16 0.20 -0.16
H 2.580395 1.180018 1.648539 0.00 0.04 -0.10 0.09
H -1.303100 0.441920 1.066860 0.25 0.13 -0.16 0.13
C 1.552181 -0.034543 0.233108 1.23 -0.27 -1.10 -0.40
C -1.022824 -0.223765 0.241144 -0.43 -0.03 -0.22 -0.37
H 1.952322 2.058042 0.218914 0.13 -0.14 0.16 0.09
H 0.846981 1.551603 1.510043 0.09 0.00 0.04 0.08
N 0.491426 -2.257803 0.005106 -0.02 0.88 0.09 0.03
N -2.091359 -1.228802 0.135510 0.52 -0.70 -0.10 0.04
H -1.432688 2.474702 -0.209382 0.05 -0.09 -0.04 0.06

***

8.
9
Properties=species:S:1:pos:R:3:forces:R:3:lowdin_charge:R:1 method="wB97M-V/def2-TZVPD" lumo_ev=0.17 spin_multiplicity=1 relative_energy_kcal_mol=141.8 gap_ev=9.8
O 0.696134 -1.456739 1.243480 1.16 0.32 -0.49 0.21
N 0.009427 1.478695 0.257948 -1.06 -4.20 -0.10 0.13
N -1.499638 0.143378 -0.099657 0.20 0.53 0.02 0.11
O -1.310689 1.265572 0.739481 -1.28 1.59 1.15 -0.08
O 0.496584 -0.389221 -1.223018 0.53 -1.69 1.17 0.04
H -0.661446 -1.954342 -0.205739 0.21 -0.41 -0.36 0.15
C -0.303489 0.361759 -0.564721 1.10 2.23 -0.35 -0.61
C 0.234035 -1.496553 0.193999 -0.98 -0.12 -0.48 -0.07
H 0.385467 2.368842 0.132554 0.12 1.74 -0.56 0.11

***

Taking the records one at a time from the top gives strongest force on any atom values of 6.36; 3.69; 3.08; 0.61; 0.09; 0.24; 2.22; 4.33 eV Å⁻¹.
Taking the records one at a time from the top gives total energy values of -540.056418; -341.780575; -400.172572; -418.296631; -2620.974618; -249.430196; -420.539784; -412.425016 Eh.